Density functional theory data (wB97M-V/def2-TZVPD) for a molecular structure, C16H17CrN8O6S2.

```
50
Properties=species:S:1:pos:R:3:forces:R:3
Cr 0.88383 0.23900 0.03666 -0.1702 0.1076 -0.1448
N -5.97697 0.43399 0.78218 0.0798 0.0105 0.0525
C -4.77085 -0.19746 0.46045 -0.0729 0.0220 -0.0043
C -3.89673 0.37911 -0.45878 0.0042 0.0286 -0.0165
C -2.68100 -0.21708 -0.74129 -0.0214 -0.0263 -0.0152
C -2.33625 -1.39868 -0.10414 -0.0885 0.0292 0.0733
C -3.19003 -1.98343 0.82082 0.0252 0.0889 -0.0686
C -4.40394 -1.38291 1.09836 -0.0131 -0.0276 0.0546
S -0.83493 -2.20572 -0.52936 0.3301 0.0384 -0.2999
O -1.18029 -3.24615 -1.45619 0.1072 -0.0482 -0.1052
O 0.02409 -1.14265 -1.14885 -0.2149 -0.3338 0.2333
N -0.25166 -2.82282 0.77289 0.0858 0.1586 0.3800
C 0.72714 -2.37514 1.57826 -0.0364 -0.0569 -0.1722
N 1.52274 -1.30801 1.27199 -0.1914 -0.5731 0.1404
C 2.57652 -1.05597 2.04692 0.0618 0.1288 -0.1221
C 2.85853 -1.78944 3.16782 0.0586 -0.0595 0.1400
C 1.93785 -2.78815 3.46972 0.0834 -0.1223 0.1180
N 0.90917 -3.09326 2.71470 -0.0771 -0.0055 -0.1634
H -6.32894 1.06715 0.08369 -0.0023 -0.0192 -0.0245
H -6.69183 -0.16804 1.15519 -0.0023 -0.0209 -0.0246
H -4.16768 1.31215 -0.94172 0.0204 -0.0124 0.0118
H -1.98463 0.24503 -1.43118 -0.0571 -0.0264 0.0245
H -2.88891 -2.89286 1.32567 -0.0178 0.0283 -0.0120
H -5.07240 -1.82345 1.83015 0.0124 0.0034 -0.0073
H 3.19241 -0.21983 1.73662 -0.0376 0.0156 0.0063
H 3.71056 -1.57148 3.79277 -0.0044 -0.0155 0.0113
H 2.04861 -3.38268 4.37470 -0.0042 0.0476 -0.0140
N 3.84142 -1.00494 -4.13030 -0.0133 0.0938 0.0567
C 3.65503 -0.13743 -3.05132 0.0787 -0.0798 -0.2335
C 2.92957 -0.54187 -1.94417 -0.1774 0.1821 0.3576
N 2.68154 0.30683 -0.89918 0.6428 0.1253 -0.1390
C 3.22616 1.56384 -1.03558 -0.1631 -0.2403 -0.0063
C 3.95968 1.90332 -2.13056 0.0782 -0.0382 -0.2173
N 4.20273 1.07195 -3.17492 -0.0499 0.1443 0.1994
H 3.78432 -1.98589 -3.91176 -0.0001 -0.0067 0.0196
H 4.65215 -0.75818 -4.67628 -0.0009 -0.0200 -0.0041
H 2.51642 -1.53893 -1.87338 -0.0073 -0.0159 0.0117
H 3.04163 2.26764 -0.23453 -0.0043 -0.0468 0.0186
H 4.40195 2.89169 -2.18960 -0.0014 -0.0069 -0.0133
O -0.46394 2.08322 3.31433 0.0835 0.0263 0.0162
S -0.16121 1.69069 1.98014 -0.1438 -0.0321 -0.1441
O -0.79910 2.81493 1.05240 0.1472 -0.1035 0.1594
O 1.28195 1.64401 1.61535 -0.0612 -0.0301 0.0098
O -0.73220 0.40996 1.51575 0.0082 0.2725 0.2908
C -1.20445 3.85394 -1.03598 -0.0629 0.0582 -0.0556
C -0.56263 2.66021 -0.39788 0.3289 -0.4032 -0.1622
N 0.06865 1.73370 -0.91133 -0.5512 0.7700 -0.1831
H -0.54478 4.71981 -0.94466 -0.0199 -0.0082 0.0172
H -2.15145 4.10283 -0.55478 0.0276 -0.0402 -0.0233
H -1.35781 3.63744 -2.08979 0.0045 0.0391 -0.0266
```
Positions in Å, forces in eV/Å.

Computed properties:
multiplicity: 5
charge: -1
lowest unoccupied orbital energy (spin up / spin down): 2.804 / 2.803 eV
<S²>: 6.05
gap between HOMO and LUMO (spin up / spin down): 0.20278 / 0.31003 Eh
relative energy (zero: lowest compared OMol25 entry of this formula, charge and spin): 22.2 kcal/mol

Quick look at the natural (NBO) charges, all values in e: 1.23 -0.80 0.17 -0.26 -0.17 -0.29 -0.17 -0.27 2.33 -0.94 -0.96 -0.92 0.60 -0.57 0.13 -0.38 0.11 -0.47 0.37 0.37 0.20 0.25 0.24 0.20 0.22 0.22 0.18 -0.81 0.34 -0.12 -0.52 -0.08 -0.02 -0.51 0.37 0.38 0.20 0.21 0.18 -0.93 2.61 -0.77 -0.97 -0.97 -0.68 0.51 -0.73 0.22 0.22 0.23